ORCA calculation (the ωB97M-V functional and the def2-TZVPD basis) on a cluster of 6 separate species, C29H44N2O22S in total.

Atoms and positions in Å:
C1 -0.395 -1.798 3.856
C2 -1.272 -2.820 2.962
O1 -0.896 -2.726 1.580
C3 0.328 -3.451 1.340
C4 0.513 -3.794 -0.210
C5 1.292 -2.551 -0.892
C6 0.399 -2.048 -2.098
C7 0.463 -0.489 -2.386
C8 0.255 0.438 -1.116
C9 1.427 1.350 -0.593
C10 2.745 0.591 -0.186
O2 2.746 0.038 0.919
N1 3.954 0.531 -0.940
C11 3.776 0.771 -2.395
C12 4.748 -0.685 -0.651
O3 -0.569 -0.200 -0.099
S1 -2.167 -0.288 -0.507
O4 -2.755 -1.570 -0.879
O5 -2.827 0.047 0.766
O6 -2.110 0.906 -1.655
C13 -0.792 1.538 -1.687
N2 -0.772 2.907 -1.104
C14 -1.376 2.988 -0.017
O7 -1.939 2.925 0.996
H1 -1.065 -1.093 4.431
H2 0.278 -2.406 4.522
H3 0.212 -1.197 3.116
H4 -2.356 -2.535 3.116
H5 -1.133 -3.852 3.392
H6 1.171 -2.818 1.745
H7 0.355 -4.430 1.901
H8 -0.531 -3.926 -0.609
H9 1.059 -4.782 -0.362
H10 1.381 -1.781 -0.082
H11 2.268 -2.977 -1.251
H12 -0.682 -2.363 -2.045
H13 0.810 -2.554 -3.029
H14 1.430 -0.299 -2.941
H15 -0.351 -0.277 -3.150
H16 1.049 1.838 0.359
H17 1.689 2.205 -1.280
H18 3.473 -0.198 -2.887
H19 3.129 1.648 -2.656
H20 4.808 1.011 -2.808
H21 5.522 -0.883 -1.449
H22 5.307 -0.511 0.321
H23 4.083 -1.587 -0.475
H24 -0.714 1.769 -2.794
C15 -1.006 -6.190 -4.295
C16 -0.703 -5.596 -5.642
O8 0.302 -4.632 -5.345
C17 0.903 -5.018 -4.188
O9 1.893 -4.524 -3.747
O10 0.227 -6.042 -3.598
H25 -1.294 -7.240 -4.357
H26 -1.783 -5.640 -3.760
H27 -0.293 -6.330 -6.341
H28 -1.573 -5.124 -6.095
C18 -1.212 4.418 4.828
C19 -0.906 4.958 3.461
O11 0.110 5.922 3.719
C20 0.711 5.570 4.892
O12 1.708 6.068 5.310
O13 0.024 4.577 5.518
H29 -1.512 3.371 4.805
H30 -1.982 4.996 5.345
H31 -0.507 4.195 2.789
H32 -1.774 5.424 2.993
C21 -5.107 6.351 3.304
C22 -4.767 7.814 3.334
O14 -4.695 8.096 4.726
C23 -4.427 6.924 5.363
O15 -4.139 6.834 6.514
O16 -4.529 5.864 4.512
H33 -4.685 5.841 2.438
H34 -6.185 6.170 3.331
H35 -3.796 8.028 2.879
H36 -5.527 8.430 2.852
C24 0.386 6.556 -2.638
C25 1.813 6.506 -2.172
O17 2.134 5.123 -2.288
C26 1.292 4.589 -3.211
O18 1.402 3.490 -3.665
O19 0.311 5.465 -3.549
H37 0.142 7.495 -3.134
H38 -0.326 6.388 -1.826
H39 2.485 7.080 -2.815
H40 1.930 6.847 -1.144
C27 0.442 -8.179 -0.764
C28 0.676 -9.312 0.194
O20 1.736 -8.828 1.008
C29 1.703 -7.468 0.948
O21 2.347 -6.749 1.643
O22 0.836 -7.037 -0.011
H41 -0.600 -8.100 -1.071
H42 1.071 -8.247 -1.655
H43 -0.193 -9.512 0.827
H44 0.964 -10.234 -0.311

Its frontier orbital gap is 8.82 eV. The highest occupied orbital energy is -8.9 eV. As for the structure (SMILES): CCOCCCCC[C@]1(CC(=O)N(C)C)OS(=O)(=O)O[C@H]1N=C=O.O=C1OCCO1.O=C1OCCO1.O=C1OCCO1.O=C1OCCO1.O=C1OCCO1.